1.
Entry from OMol25: a cluster of 2 separate species, C39H44N3OS in total in a non-equilibrium geometry (wB97M-V/def2-TZVPD).

CARTESIAN COORDINATES (ANGSTROEM)
C  -0.076  -1.424  1.094
O  -0.738  -2.094  2.147
C  -2.063  -1.854  2.339
C  -2.364  -0.716  3.197
C  -3.335  0.221  2.793
C  -3.640  1.289  3.632
C  -2.981  1.436  4.856
C  -2.044  0.483  5.272
C  -1.685  -0.561  4.425
C  -2.913  -2.894  1.949
N  -4.180  -3.146  2.444
C  -4.732  -2.447  3.591
C  -4.809  -4.232  1.879
C  -6.179  -4.630  2.308
C  -3.990  -4.927  1.040
C  -4.263  -6.242  0.402
S  -2.451  -4.133  0.827
H  0.940  -1.820  1.131
H  -0.570  -1.665  0.151
H  -0.093  -0.346  1.266
H  -3.846  0.054  1.841
H  -4.367  2.036  3.311
H  -3.202  2.294  5.492
H  -1.543  0.575  6.234
H  -0.926  -1.294  4.705
H  -5.528  -3.071  4.002
H  -3.948  -2.301  4.339
H  -5.165  -1.478  3.317
H  -6.576  -5.301  1.531
H  -6.177  -5.196  3.259
H  -6.894  -3.799  2.418
H  -5.297  -6.532  0.584
H  -4.092  -6.194  -0.675
H  -3.603  -7.007  0.822
C  6.604  5.227  0.922
N  5.239  5.556  0.567
C  4.768  6.867  0.964
C  4.413  4.643  -0.012
C  3.069  4.974  -0.317
C  2.192  3.992  -0.726
C  2.631  2.665  -0.966
C  1.689  1.603  -1.312
C  0.321  1.731  -0.963
C  -0.707  0.848  -1.291
C  -2.082  1.235  -1.491
C  -2.925  0.390  -2.265
C  -4.217  0.774  -2.603
C  -4.740  1.983  -2.130
C  -3.926  2.842  -1.379
C  -2.617  2.481  -1.061
C  2.218  0.418  -2.018
C  1.939  -0.889  -1.570
C  2.363  -1.996  -2.284
C  3.292  -1.850  -3.343
N  3.828  -2.950  -3.944
C  4.623  -2.869  -5.159
C  3.742  -4.272  -3.343
C  3.654  -0.533  -3.745
C  3.094  0.559  -3.122
C  4.007  2.384  -0.766
C  4.878  3.333  -0.288
H  7.112  4.739  0.074
H  7.116  6.159  1.176
H  6.650  4.538  1.785
H  3.743  6.802  1.359
H  5.435  7.243  1.746
H  4.764  7.573  0.116
H  2.717  5.999  -0.196
H  1.151  4.258  -0.907
H  0.058  2.635  -0.400
H  -0.442  -0.167  -1.579
H  -2.514  -0.552  -2.626
H  -4.840  0.110  -3.198
H  -5.743  2.287  -2.412
H  -4.337  3.780  -1.009
H  -1.988  3.161  -0.483
H  1.406  -1.034  -0.639
H  1.977  -2.977  -2.005
H  4.239  -2.079  -5.821
H  5.681  -2.652  -4.938
H  4.572  -3.836  -5.673
H  3.711  -4.191  -2.248
H  2.845  -4.816  -3.680
H  4.630  -4.844  -3.635
H  4.391  -0.387  -4.536
H  3.315  1.559  -3.491
H  4.407  1.385  -0.960
H  5.918  3.077  -0.091

Properties
gap between HOMO and LUMO	3.4	eV
calculated total energy	-58501.7699	eV
LUMO	-4.458	eV
net charge	+1


2.
Entry from OMol25: a structure of composition C33H47N5O3P4RuSbSe4 in a non-equilibrium geometry (wB97M-V/def2-TZVPD).

CARTESIAN COORDINATES (ANGSTROEM)
Ru  -0.201  -0.541  -0.239
C  -2.107  5.138  -3.529
N  -1.604  4.950  -2.168
C  -1.446  6.195  -1.432
P  -1.826  3.460  -1.526
O  -1.234  2.341  -2.282
O  -1.042  3.657  -0.077
P  0.068  2.738  0.647
O  -0.331  1.296  0.805
N  1.450  2.929  -0.223
C  1.626  4.075  -1.115
C  2.159  1.734  -0.654
N  0.241  3.379  2.136
C  1.014  4.595  2.348
C  -0.804  3.148  3.128
N  -3.416  3.227  -1.196
C  -4.273  4.284  -0.689
C  -3.951  1.888  -0.998
H  -3.167  5.408  -3.536
H  -1.961  4.229  -4.114
H  -1.543  5.938  -4.007
H  -2.341  6.817  -1.523
H  -0.604  6.758  -1.841
H  -1.263  6.007  -0.377
H  1.161  4.963  -0.691
H  1.187  3.884  -2.101
H  2.692  4.275  -1.219
H  2.450  1.124  0.201
H  3.068  2.042  -1.169
H  1.555  1.142  -1.374
H  1.874  4.619  1.682
H  1.379  4.602  3.375
H  0.409  5.494  2.196
H  -1.282  2.185  2.954
H  -1.561  3.938  3.102
H  -0.352  3.135  4.120
H  -3.833  5.263  -0.869
H  -4.441  4.172  0.386
H  -5.239  4.247  -1.195
H  -3.218  1.149  -1.306
H  -4.853  1.757  -1.600
H  -4.215  1.731  0.052
C  3.284  -2.686  0.129
N  1.870  -2.721  0.533
P  0.624  -2.683  -0.651
C  1.367  -2.881  -2.278
C  2.127  -1.839  -2.816
C  2.646  -1.946  -4.093
C  2.391  -3.080  -4.856
C  1.618  -4.107  -4.337
C  1.104  -4.012  -3.050
C  -0.407  -4.107  -0.321
C  0.241  -5.292  0.042
C  -0.499  -6.432  0.294
C  -1.885  -6.391  0.204
C  -2.527  -5.211  -0.140
C  -1.791  -4.067  -0.404
P  1.279  -1.463  1.572
C  -0.173  -2.238  2.345
C  -1.395  -1.565  2.258
C  -2.562  -2.174  2.700
C  -2.507  -3.444  3.248
C  -1.289  -4.104  3.369
C  -0.126  -3.506  2.923
C  2.453  -1.241  2.909
C  3.182  -2.309  3.433
C  3.988  -2.103  4.538
C  4.070  -0.844  5.118
C  3.347  0.217  4.595
C  2.539  0.022  3.486
H  3.433  -3.353  -0.719
H  3.907  -3.029  0.952
H  3.613  -1.681  -0.159
H  2.321  -0.942  -2.237
H  3.251  -1.144  -4.497
H  2.791  -3.159  -5.857
H  1.410  -4.986  -4.932
H  0.498  -4.819  -2.660
H  1.320  -5.324  0.132
H  0.004  -7.352  0.562
H  -2.465  -7.281  0.406
H  -3.606  -5.180  -0.207
H  -2.306  -3.150  -0.673
H  -1.433  -0.522  1.929
H  -3.504  -1.646  2.635
H  -3.411  -3.922  3.598
H  -1.255  -5.090  3.812
H  0.811  -4.040  2.993
H  3.118  -3.295  2.993
H  4.556  -2.925  4.951
H  4.703  -0.693  5.981
H  3.417  1.196  5.048
H  1.971  0.852  3.075
Se  -1.226  -1.798  -6.021
Sb  -1.204  0.009  -4.622
Se  -3.232  1.432  -4.666
Se  0.840  1.434  -4.538
Se  -1.518  -0.757  -2.116

Properties
gap between HOMO and LUMO (spin up / spin down)	7.0 / 5.5	eV
calculated total energy	-356227.8878	eV
<S²>	8.792
LUMO (spin up / spin down)	-6.173 / -7.505	eV
multiplicity	6
net charge	+2


3.
Entry from OMol25: a structure of composition C2AgFO in a non-equilibrium geometry (wB97M-V/def2-TZVPD).

CARTESIAN COORDINATES (ANGSTROEM)
C  0.716  0.560  -1.019
C  0.402  -0.204  0.072
O  -0.218  0.659  0.803
F  1.275  -1.095  0.624
Ag  -2.175  0.079  -0.480

Properties
gap between HOMO and LUMO	5.6	eV
calculated total energy	-10831.0952	eV
LUMO	-2.228	eV


So what do the calculations give for energy relative to the best compared isomer or geometry (same formula, charge and spin)? Going down the list: 0.0 0.0 61.8 kJ/mol.